Entry 1:
Density functional theory data (ωB97M-V with the def2-TZVPD basis set) for a molecular structure, C22H34N11SZr.

Summary:
Max |F|   0.188 eV Å⁻¹
Highest occupied orbital energy   -2.56 eV
LUMO energy   2.238 eV
Gap between HOMO and LUMO   4.79 eV
Total charge   -1
Energy above the lowest of the compared OMol25 structures with the same formula, charge and spin   14.5 kcal/mol

The geometry in XYZ format:
```
69
C22H34N11SZr, DFT ωB97M-V with the def2-TZVPD basis set
Zr -0.288 0.051 -0.033
C -3.782 2.755 -1.173
C -2.385 2.206 -1.059
N -2.223 0.919 -0.669
N -3.422 0.201 -0.621
C -3.326 -1.065 -0.773
N -4.529 -1.797 -0.779
S -1.868 -2.004 -1.028
C -1.297 3.000 -1.333
C -1.314 4.324 -1.892
C -0.274 4.781 -2.631
C 0.872 3.918 -2.827
C 1.006 2.823 -2.060
N 0.023 2.421 -1.157
H -4.316 2.282 -1.998
H -3.767 3.829 -1.335
H -4.342 2.533 -0.265
H -5.266 -1.277 -0.323
H -4.404 -2.713 -0.374
H -2.183 4.958 -1.757
H -0.295 5.769 -3.072
H 1.653 4.178 -3.531
H 1.902 2.209 -2.047
C 1.522 -4.349 0.825
N 1.569 -4.003 -0.587
C 2.448 -4.842 -1.380
C 1.371 -2.680 -0.924
N 1.338 -1.705 -0.098
N 1.138 -2.501 -2.286
C 0.848 -1.294 -2.907
N 0.757 -1.449 -4.279
N 0.637 -0.216 -2.274
H 1.401 -5.429 0.902
H 0.668 -3.873 1.306
H 2.436 -4.066 1.360
H 2.079 -5.869 -1.380
H 3.467 -4.845 -0.972
H 2.499 -4.491 -2.406
H 1.581 -1.982 0.850
H 0.687 -3.288 -2.726
H 1.454 -2.036 -4.706
H 0.563 -0.601 -4.786
H 0.487 0.587 -2.879
N -0.407 -0.562 1.785
C -0.121 -1.541 2.650
C -1.040 -2.587 2.952
C -0.694 -3.650 3.760
C 0.576 -3.749 4.336
C 1.487 -2.728 4.084
C 1.157 -1.655 3.271
H -2.018 -2.528 2.490
H -1.425 -4.430 3.947
H 0.834 -4.586 4.972
H 2.477 -2.766 4.530
H 1.878 -0.863 3.093
C 1.555 2.327 2.231
C 0.775 3.037 1.126
C 1.620 4.176 0.556
C -0.511 3.619 1.736
N 0.462 2.001 0.134
H 1.781 3.023 3.043
H 2.495 1.936 1.831
H 0.974 1.487 2.617
H 1.908 4.849 1.370
H 1.064 4.755 -0.184
H 2.528 3.792 0.089
H -0.270 4.298 2.561
H -1.133 2.806 2.116
H -1.082 4.171 0.989
```

Entry 2:
Density functional theory data (ωB97M-V with the def2-TZVPD basis set) for a single C22H34N2O3 molecule.

Summary:
SMILES   CCOC(=O)N1CCC(N2CCC[C@@](CO)(Cc3ccccc3C)C2)CC1
Max |F|   0.566 eV Å⁻¹
Highest occupied orbital energy   -8.50 eV
LUMO energy   0.602 eV
Gap between HOMO and LUMO   9.11 eV
Total charge   0
Energy above the lowest of the compared OMol25 structures with the same formula, charge and spin   17.4 kcal/mol

The geometry in XYZ format:
```
61
C22H34N2O3, DFT ωB97M-V with the def2-TZVPD basis set
C -6.421 -1.770 1.770
C -6.454 -1.868 0.251
H -6.608 -2.899 -0.074
H -7.246 -1.227 -0.149
O -5.210 -1.484 -0.329
C -5.017 -0.150 -0.476
O -5.836 0.684 -0.167
N -3.826 0.134 -1.048
C -2.789 -0.837 -1.307
H -3.200 -1.837 -1.176
C -1.601 -0.609 -0.371
H -1.923 -0.772 0.659
H -0.810 -1.323 -0.605
C -1.087 0.833 -0.533
N 0.097 1.174 0.238
C 1.334 0.648 -0.309
H 1.312 0.753 -1.396
C 2.536 1.416 0.260
C 2.440 2.906 -0.136
H 3.298 3.445 0.275
O 2.490 3.125 -1.526
H 1.667 2.798 -1.906
H 1.521 3.334 0.276
C 2.507 1.276 1.787
C 1.149 1.654 2.372
C 0.035 0.893 1.659
H -0.931 1.213 2.050
H 0.155 -0.187 1.863
H 0.975 2.725 2.269
H 1.129 1.412 3.436
H 3.290 1.893 2.233
H 2.711 0.232 2.037
C 3.866 0.877 -0.320
C 4.067 -0.608 -0.197
C 4.639 -1.092 0.978
C 4.832 -2.443 1.195
C 4.466 -3.347 0.215
C 3.936 -2.879 -0.971
C 3.734 -1.521 -1.201
C 3.170 -1.126 -2.537
H 3.433 -0.109 -2.810
H 2.082 -1.209 -2.531
H 3.546 -1.796 -3.307
H 3.673 -3.583 -1.749
H 4.607 -4.407 0.366
H 5.273 -2.786 2.120
H 4.951 -0.388 1.736
H 4.676 1.382 0.211
H 3.918 1.192 -1.363
H 1.461 -0.423 -0.075
C -2.237 1.803 -0.240
H -1.896 2.830 -0.373
H -2.580 1.687 0.788
C -3.407 1.513 -1.180
H -4.265 2.143 -0.942
H -3.108 1.690 -2.219
H -0.811 0.970 -1.588
H -2.464 -0.723 -2.349
H -7.359 -2.132 2.179
H -5.603 -2.367 2.169
H -6.283 -0.733 2.067
```

Entry 3:
Density functional theory data (ωB97M-V with the def2-TZVPD basis set) for 2 unconnected molecules or ions with the total composition C22H34N2O5PS.

Summary:
Max |F|   0.953 eV Å⁻¹
Highest occupied orbital energy   -11.07 eV
LUMO energy   -3.342 eV
Gap between HOMO and LUMO   7.73 eV
Total charge   +1

The geometry in XYZ format:
```
65
C22H34N2O5PS, DFT ωB97M-V with the def2-TZVPD basis set
N 6.196 -3.361 -0.684
C 5.762 -2.980 -2.027
C 4.241 -2.863 -2.098
O 3.841 -2.367 -3.365
C 3.721 -1.941 -0.978
C 2.387 -1.340 -1.296
C 2.185 -0.327 -2.150
C 0.836 0.233 -2.375
O 0.660 1.391 -2.701
C -0.318 -0.680 -2.139
C -1.551 -0.488 -2.740
C -2.580 -1.367 -2.470
C -2.383 -2.450 -1.599
P -3.686 -3.645 -1.252
O -4.332 -3.075 0.092
O -4.827 -3.349 -2.338
S -3.082 -5.466 -1.176
C -1.154 -2.631 -0.984
C -0.134 -1.742 -1.263
C 1.190 -1.900 -0.589
O 1.275 -2.435 0.496
H 6.355 -2.540 -0.115
H 7.085 -3.841 -0.723
H 6.100 -3.732 -2.738
H 6.162 -1.996 -2.314
H 3.852 -3.873 -1.941
H 4.609 -2.341 -3.944
H 4.444 -1.135 -0.824
H 3.645 -2.520 -0.061
H 2.999 0.142 -2.685
H -1.704 0.350 -3.406
H -3.543 -1.206 -2.936
H -4.946 -3.734 0.449
H -4.463 -3.384 -3.233
H -0.994 -3.456 -0.303
C 0.389 5.547 1.816
C -0.835 4.951 1.114
C -1.746 4.073 1.967
N -1.387 2.608 2.087
C -1.650 1.923 0.770
C -1.491 0.419 0.858
C -2.396 -0.182 1.926
C -2.184 0.511 3.269
C -2.297 2.021 3.144
C 0.037 2.448 2.490
H 1.202 4.836 1.951
H 0.787 6.368 1.222
H 0.123 5.948 2.796
H -0.541 4.441 0.195
H -1.463 5.785 0.798
H -2.752 4.073 1.549
H -1.805 4.461 2.984
H -2.670 2.184 0.487
H -0.964 2.350 0.041
H -1.729 -0.008 -0.113
H -0.446 0.157 1.048
H -2.209 -1.251 2.020
H -3.441 -0.076 1.617
H -1.219 0.230 3.695
H -2.932 0.181 3.990
H -2.047 2.522 4.078
H -3.310 2.304 2.855
H 0.227 3.083 3.351
H 0.671 2.727 1.654
H 0.230 1.413 2.748
```

Entry 4:
Density functional theory data (ωB97M-V with the def2-TZVPD basis set) for a molecular structure, C22H34N2O6P2Pt at a distorted geometry.

Summary:
Multiplicity   5
Max |F|   5.778 eV Å⁻¹
Highest occupied orbital energy (alpha / beta)   -11.55 / -15.01 eV
LUMO energy (alpha / beta)   -5.993 / -9.257 eV
Expectation value of S²   6.08
Gap between HOMO and LUMO (alpha / beta)   5.55 / 5.75 eV
Total charge   +2
Energy above the lowest of the compared OMol25 structures with the same formula, charge and spin   6.1 kcal/mol

The geometry in XYZ format:
```
67
C22H34N2O6P2Pt, DFT ωB97M-V with the def2-TZVPD basis set
P -1.122 4.325 0.770
P -1.653 -2.441 -2.483
C -2.284 0.457 -2.477
C -2.793 -0.982 -2.643
H -2.005 0.623 -1.422
H -1.381 0.634 -3.086
H -3.589 -1.139 -1.899
H -3.233 -1.062 -3.647
C -0.423 -2.424 -3.773
H 0.213 -3.320 -3.695
H 0.204 -1.524 -3.691
H -0.912 -2.430 -4.757
C -2.536 -3.968 -2.282
H -3.084 -4.212 -3.200
H -3.253 -3.878 -1.453
H -1.831 -4.783 -2.060
C -0.152 5.802 0.414
H 0.863 5.660 0.810
H -0.618 6.664 0.910
H -0.101 5.989 -0.668
C -1.882 4.495 2.395
H -2.741 3.822 2.513
H -2.210 5.533 2.542
H -1.124 4.246 3.151
Pt -3.495 2.180 -2.998
C -5.036 3.317 -2.514
C -4.239 3.905 -3.596
C -3.216 5.032 -3.447
C -1.817 4.424 -3.186
C -2.006 3.267 -2.183
C -2.512 3.828 -0.875
C -3.766 3.251 -0.304
C -5.021 3.787 -1.069
C -0.026 2.888 0.809
H -6.018 2.943 -2.847
H -4.744 3.885 -4.575
H -3.513 5.744 -2.665
H -3.195 5.590 -4.395
H -1.414 4.009 -4.120
H -1.100 5.164 -2.810
H -1.075 2.689 -2.053
H -2.607 4.922 -0.954
H -3.855 3.510 0.758
H -3.734 2.151 -0.409
H -5.916 3.371 -0.584
H -5.110 4.881 -0.994
H -0.576 1.968 0.561
H 0.392 2.795 1.822
H 0.792 3.008 0.084
O 0.417 -0.455 -1.353
C 0.220 -1.520 -0.793
O -0.876 -2.321 -1.054
C 1.126 -2.125 0.219
C 0.695 -3.124 1.107
C 1.637 -3.746 1.952
C 2.994 -3.403 1.897
C 3.405 -2.397 1.014
C 2.469 -1.721 0.202
N 4.810 -2.103 0.889
O 5.615 -2.751 1.595
O 5.171 -1.224 0.080
N 1.196 -4.756 2.881
O -0.020 -5.033 2.930
O 2.050 -5.313 3.604
H -0.351 -3.411 1.152
H 3.716 -3.917 2.526
H 2.789 -0.918 -0.457
```

Entry 5:
Density functional theory data (ωB97M-V with the def2-TZVPD basis set) for a gas-phase ion, C22H34N3O (charge +1).

Summary:
SMILES   O=C(C[NH2+]CCC1=CCCCC1)Nc1ccccc1N1CCCCCC1
Max |F|   0.853 eV Å⁻¹
Highest occupied orbital energy   -11.06 eV
LUMO energy   -2.310 eV
Gap between HOMO and LUMO   8.75 eV
Total charge   +1
Energy above the lowest of the compared OMol25 structures with the same formula, charge and spin   24.7 kcal/mol

The geometry in XYZ format:
```
60
C22H34N3O, DFT ωB97M-V with the def2-TZVPD basis set
O 0.916 -0.712 2.274
C 0.424 -0.084 1.339
N 0.901 0.980 0.727
C 2.072 1.717 0.998
C 2.905 1.497 2.082
C 3.992 2.332 2.277
C 4.233 3.380 1.406
C 3.404 3.594 0.317
C 2.320 2.759 0.091
N 1.409 2.878 -0.997
C 0.959 4.241 -1.279
H -0.126 4.196 -1.442
C 1.589 4.968 -2.472
H 2.654 4.743 -2.542
H 1.493 6.040 -2.291
C 0.899 4.642 -3.795
H 1.224 5.361 -4.549
H -0.180 4.767 -3.669
C 1.190 3.238 -4.317
C 0.874 2.125 -3.319
C 1.854 2.085 -2.145
H 1.967 1.054 -1.789
H 2.845 2.406 -2.495
H 0.938 1.170 -3.845
H -0.147 2.232 -2.948
H 0.601 3.076 -5.222
H 2.244 3.166 -4.598
H 1.120 4.820 -0.367
H 3.603 4.411 -0.359
H 5.077 4.032 1.568
H 4.647 2.164 3.117
H 2.703 0.689 2.765
H 0.410 1.427 -0.054
C -0.938 -0.628 0.816
N -1.222 -1.768 1.698
H -1.279 -2.668 1.176
C -2.464 -1.715 2.495
H -2.329 -2.344 3.377
H -2.649 -0.693 2.825
C -3.619 -2.261 1.646
C -3.242 -3.635 1.168
C -2.656 -3.865 -0.008
C -2.212 -5.256 -0.316
C -1.387 -5.814 0.857
C -2.053 -5.558 2.221
C -3.386 -4.800 2.096
H -3.731 -4.488 3.082
H -4.133 -5.483 1.685
H -2.241 -6.502 2.731
H -1.377 -4.983 2.859
H -0.397 -5.353 0.837
H -1.243 -6.882 0.702
H -3.092 -5.890 -0.457
H -1.627 -5.293 -1.234
H -2.535 -3.097 -0.760
H -3.804 -1.600 0.798
H -4.522 -2.298 2.253
H -0.323 -1.730 2.313
H -0.847 -0.932 -0.227
H -1.708 0.140 0.899
```

Entry 6:
Density functional theory data (ωB97M-V with the def2-TZVPD basis set) for a molecular structure, C22H34N6O2Sr at a distorted geometry.

Summary:
Max |F|   1.579 eV Å⁻¹
Highest occupied orbital energy   -7.12 eV
LUMO energy   0.241 eV
Gap between HOMO and LUMO   7.36 eV
Total charge   0
Energy above the lowest of the compared OMol25 structures with the same formula, charge and spin   7.0 kcal/mol

The geometry in XYZ format:
```
65
C22H34N6O2Sr, DFT ωB97M-V with the def2-TZVPD basis set
Sr 0.021 0.011 -0.202
O -1.524 -0.120 1.412
C -1.921 0.557 2.425
C -2.895 0.021 3.311
C -3.358 0.712 4.403
C -2.879 1.988 4.703
C -1.923 2.538 3.882
C -1.424 1.870 2.750
C -0.409 2.572 2.006
N 0.156 2.169 0.934
C 1.192 2.934 0.298
C 2.539 2.187 0.284
N 2.386 0.758 0.098
C 3.313 0.000 0.555
C 3.379 -1.437 0.556
C 4.569 -1.989 1.065
C 4.782 -3.344 1.133
C 3.775 -4.201 0.683
C 2.595 -3.709 0.187
C 2.330 -2.313 0.105
O 1.211 -1.884 -0.344
H -3.262 -0.974 3.090
H -4.103 0.255 5.043
H -3.244 2.526 5.567
H -1.530 3.524 4.106
H -0.130 3.550 2.429
H 1.341 3.913 0.778
H 0.875 3.122 -0.736
H 3.064 2.397 1.226
H 3.149 2.600 -0.530
H 4.197 0.476 1.006
H 5.340 -1.310 1.413
H 5.706 -3.742 1.529
H 3.924 -5.273 0.731
H 1.815 -4.378 -0.155
N -1.985 1.360 -1.468
C -1.594 2.029 -2.697
C -0.721 1.112 -3.542
N 0.458 0.682 -2.796
H -2.643 0.605 -1.652
H -2.416 1.995 -0.808
H -1.028 2.931 -2.438
H -2.446 2.356 -3.312
H -0.474 1.620 -4.485
H -1.298 0.219 -3.797
H 1.128 1.439 -2.710
H 0.945 -0.069 -3.272
C -3.992 -3.365 -2.326
C -3.990 -2.611 -0.997
C -5.342 -1.934 -0.776
C -3.697 -3.568 0.161
N -3.011 -1.505 -1.075
N -1.650 -1.876 -1.235
H -4.819 -4.074 -2.355
H -3.070 -3.931 -2.467
H -4.107 -2.667 -3.156
H -6.138 -2.675 -0.712
H -5.563 -1.251 -1.596
H -5.337 -1.364 0.155
H -4.477 -4.326 0.236
H -3.658 -3.024 1.106
H -2.751 -4.093 0.026
H -3.030 -1.008 -0.183
H -1.474 -2.199 -2.178
H -1.360 -2.615 -0.596
```